{
  "formula": "C9H14O",
  "method": "ωB97M-V with the def2-TZVPD basis set",
  "lumo_ev": 0.9,
  "total_energy_ha": -426.46061,
  "smiles": "Cc1ccc(O)cc1.CC",
  "spin_multiplicity": 1,
  "homo_lumo_gap_ha": 0.3426,
  "symbols": ["C", "C", "H", "H", "H", "H", "H", "H", "C", "C", "C", "C", "C", "C", "C", "O", "H", "H", "H", "H", "H", "H", "H", "H"],
  "coordinates": [[2.0239, -2.0582, 0.4273], [1.0447, -3.1930, 0.8428], [2.6306, -2.3760, -0.4362], [1.6970, -1.1351, 0.1225], [2.7201, -1.6309, 1.2002], [1.3289, -3.6701, 1.8305], [0.7942, -3.8790, 0.0467], [0.1269, -2.5637, 1.0331], [-1.0327, 3.7033, 0.1985], [-0.7821, -0.4702, -0.5613], [-1.3923, 0.0131, 0.5708], [-0.2416, 0.3259, -1.5816], [-1.2048, 1.3881, 0.8531], [-0.2274, 1.6900, -1.4173], [-0.8223, 2.2597, -0.2149], [-0.6833, -1.9528, -0.7471], [-1.8169, -0.6106, 1.3659], [0.0921, -2.2570, -1.4051], [0.1747, -0.0069, -2.6329], [-1.4690, 1.7802, 1.6808], [0.3717, 2.3166, -2.1469], [-1.2460, 4.4440, -0.5005], [-0.1200, 4.0540, 0.7593], [-1.9666, 3.8288, 0.7124]]
}